Entry 1:
C21H31Cl36O5P | ωB97M-V/def2-TZVPD

Element x y z (Å)
C: -2.468 5.073 1.496
C: -1.614 4.940 0.226
C: -2.185 3.993 -0.812
O: -2.217 4.248 -2.035
O: -2.625 2.817 -0.271
C: -2.456 1.666 -1.104
C: -0.987 1.376 -1.430
P: -0.276 0.050 -0.338
C: 0.670 1.070 0.895
O: 0.952 0.309 2.054
C: 1.179 1.086 3.214
O: 2.456 0.913 3.735
C: 3.467 1.608 3.022
C: 3.455 3.115 3.295
O: 4.717 3.711 3.042
H: -3.391 5.608 1.267
H: -2.682 4.108 1.951
H: -1.919 5.673 2.224
H: -1.480 5.912 -0.243
H: -0.638 4.537 0.522
H: -2.856 0.829 -0.530
H: -3.028 1.736 -2.030
H: -0.904 1.025 -2.461
H: -0.346 2.257 -1.350
H: 0.657 -0.619 -1.155
H: 1.611 1.378 0.421
H: 0.030 1.936 1.095
H: 0.975 2.146 3.002
H: 0.452 0.768 3.965
H: 3.315 1.446 1.949
H: 4.432 1.203 3.333
H: 3.110 3.361 4.301
H: 2.737 3.579 2.608
H: 4.958 3.568 2.126
C: -1.750 -1.796 4.517
Cl: -3.140 -2.888 4.578
Cl: -0.714 -2.098 3.129
Cl: -2.295 -0.112 4.521
H: -1.167 -1.960 5.414
C: 0.000 -6.576 1.923
Cl: -0.292 -7.375 0.369
Cl: 1.330 -5.427 1.799
Cl: -1.465 -5.782 2.482
H: 0.277 -7.335 2.643
C: 1.822 6.511 5.007
Cl: 3.560 6.194 5.071
Cl: 1.085 5.719 3.605
Cl: 1.063 5.968 6.494
H: 1.674 7.578 4.905
C: 1.684 -3.153 -2.986
Cl: 2.668 -1.944 -2.159
Cl: 0.663 -4.017 -1.842
Cl: 0.710 -2.387 -4.243
H: 2.348 -3.870 -3.451
C: -0.547 -0.059 -7.410
Cl: 1.204 -0.256 -7.392
Cl: -1.264 -0.951 -8.755
Cl: -1.248 -0.576 -5.876
H: -0.769 0.991 -7.546
C: 1.737 7.351 10.604
Cl: 0.382 6.228 10.468
Cl: 2.861 7.133 9.265
Cl: 1.163 9.018 10.681
H: 2.262 7.134 11.525
C: -3.286 -1.573 -11.948
Cl: -4.597 -2.755 -11.980
Cl: -2.178 -1.833 -13.292
Cl: -3.926 0.070 -11.970
H: -2.735 -1.709 -11.027
C: -8.388 -3.023 -12.261
Cl: -9.616 -1.949 -12.930
Cl: -9.039 -3.960 -10.915
Cl: -7.737 -4.087 -13.509
H: -7.577 -2.413 -11.885
C: 1.893 -8.862 -2.162
Cl: 2.865 -9.873 -1.093
Cl: 2.922 -7.838 -3.166
Cl: 0.824 -9.847 -3.161
H: 1.278 -8.222 -1.545
C: 4.106 2.970 7.139
Cl: 5.186 3.429 8.458
Cl: 4.396 1.306 6.633
Cl: 2.420 3.205 7.602
H: 4.315 3.618 6.296
C: -4.392 -6.916 5.825
Cl: -2.661 -6.845 5.507
Cl: -4.721 -6.959 7.556
Cl: -5.237 -5.564 5.064
H: -4.766 -7.832 5.387
C: 5.904 -2.161 -5.217
Cl: 6.523 -2.642 -6.796
Cl: 6.035 -0.417 -4.995
Cl: 4.232 -2.688 -5.009
H: 6.505 -2.644 -4.458

Atomic forces in eV per Å
0.25 0.28 -0.15
-0.53 -0.32 0.25
-0.28 0.61 -2.78
0.16 -1.02 3.43
0.82 0.75 -0.29
-0.08 -0.55 -0.31
0.66 -0.28 0.04
-1.36 -0.74 0.72
0.63 -0.47 -0.86
-0.05 0.45 -0.08
-0.43 0.08 0.12
-0.04 -0.01 0.11
-0.11 0.12 0.19
-0.42 0.10 -1.06
0.16 -0.04 0.69
-0.09 -0.19 0.09
-0.10 0.00 -0.09
-0.05 -0.02 0.01
0.13 -0.09 -0.07
0.02 0.03 -0.23
-0.11 0.21 0.04
-0.07 0.37 0.09
-0.01 0.06 0.03
-0.24 0.18 -0.21
0.34 0.70 0.02
-0.05 0.42 0.16
0.07 -0.01 0.07
0.08 -0.05 -0.12
0.32 -0.17 0.11
0.31 -0.13 -0.01
-0.12 -0.08 -0.02
0.36 -0.16 0.09
-0.16 0.03 0.21
-0.01 -0.03 -0.20
0.01 0.00 -0.06
0.16 0.00 -0.06
-0.16 -0.10 0.11
-0.02 0.03 0.04
-0.01 0.02 0.02
-0.02 0.14 -0.03
-0.04 -0.03 0.02
0.02 -0.01 -0.02
0.03 0.02 -0.04
-0.01 -0.04 -0.03
0.04 -0.19 0.13
0.00 0.09 -0.10
-0.03 0.11 -0.02
-0.29 0.27 -0.12
0.01 0.01 -0.02
-0.14 0.06 0.06
0.12 -0.07 0.13
-0.01 -0.06 0.05
0.14 -0.13 0.11
0.02 -0.02 0.00
0.08 -0.04 0.04
-0.02 0.02 0.00
0.00 0.01 0.00
-0.17 0.14 -0.13
-0.02 0.00 -0.01
-0.03 0.01 -0.09
0.01 -0.01 0.01
0.10 0.02 0.08
0.01 -0.01 0.02
-0.01 -0.01 0.01
-0.04 0.06 -0.09
0.01 -0.05 0.01
0.00 -0.01 0.03
0.02 -0.02 0.04
-0.02 0.00 0.01
-0.04 -0.02 -0.02
0.02 0.00 0.01
0.02 0.01 0.00
0.01 0.01 0.02
0.01 0.01 -0.01
0.01 -0.04 -0.04
-0.01 0.02 0.01
-0.01 0.02 0.02
0.00 0.01 0.02
0.06 0.03 -0.02
0.00 -0.05 0.02
0.00 0.03 -0.02
0.00 0.03 0.00
0.14 -0.21 0.04
0.01 0.01 0.00
-0.03 0.01 0.02
-0.03 0.02 0.09
0.01 -0.02 -0.01
0.00 -0.07 -0.01
-0.05 0.00 0.01
0.00 0.02 -0.04
0.00 -0.01 0.03
0.00 -0.01 0.02
0.12 -0.02 -0.27
0.00 0.00 0.01

Kohn-Sham gap, eV: 8.8
E_LUMO, eV: 0.15

These are the Löwdin partial charges, in e, on atoms 1 to 5:
1. C -0.0846
2. C -0.1432
3. C -0.4505
4. O 0.0768
5. O -0.0307

Entry 2:
C9H18F2NP | ωB97M-V/def2-TZVPD

Element x y z (Å)
C: 2.191 -0.036 -1.441
C: 2.125 1.243 -0.756
C: 1.085 -0.893 -0.592
C: 1.297 1.133 0.276
C: -0.151 -1.704 1.980
C: -0.398 0.698 2.597
C: -1.734 -0.291 0.599
C: -1.364 2.637 -2.208
C: -0.352 -0.342 1.351
N: 0.825 -0.089 0.548
F: -1.607 3.867 -2.828
F: -0.643 2.863 -1.114
P: -0.408 1.507 -3.374
H: 1.786 -0.105 -2.489
H: 3.145 -0.478 -1.426
H: 2.586 2.188 -0.942
H: -2.284 2.297 -1.827
H: 0.329 -0.970 -1.282
H: 1.499 -1.884 -0.296
H: 1.201 1.888 1.008
H: 0.436 -2.491 1.377
H: 0.555 -1.495 2.925
H: -1.086 -2.168 2.454
H: -1.203 0.540 3.183
H: -0.319 1.785 2.262
H: 0.567 0.568 3.204
H: -1.847 -1.167 0.033
H: -2.623 -0.306 1.268
H: -1.751 0.633 -0.059
H: -1.338 1.658 -4.299
H: -1.040 0.464 -3.002

Atomic forces in eV per Å
-2.42 -1.09 -0.16
4.18 0.28 -5.20
4.36 -0.67 -0.04
-4.85 2.49 6.51
1.55 -1.67 2.95
4.78 1.06 -3.03
0.68 2.02 0.28
0.42 0.83 -1.11
-1.25 0.86 2.15
-0.67 -0.83 -0.42
0.28 -0.76 0.26
1.04 0.59 0.96
2.99 3.32 0.36
0.62 0.38 0.43
1.37 -0.84 -0.10
0.44 0.10 -0.68
-1.52 -0.66 -0.11
-2.51 -0.55 -1.24
-0.47 0.54 -0.45
-0.07 0.49 0.68
-1.32 1.26 0.65
-1.36 -0.78 -1.99
1.16 0.67 -1.00
-2.71 -0.58 1.83
-0.67 -1.45 0.25
-1.39 -0.03 -0.74
-0.02 -1.16 -1.23
0.87 0.37 -0.09
-0.16 -1.08 0.74
-1.55 0.49 -2.06
-1.79 -3.61 1.59

Kohn-Sham gap (alpha / beta), eV: 4.3 / 9.6
2S+1: 3
⟨S²⟩: 2.006
E_LUMO (alpha / beta), eV: 0.75 / -0.66

These are the Löwdin partial charges, in e, on atoms 1 to 5:
1. C -0.1470
2. C -0.1163
3. C -0.1242
4. C -0.2241
5. C -0.0704

Entry 3:
C49H84F18N3O14 | ωB97M-V/def2-TZVPD

Element x y z (Å)
C: 3.826 1.090 0.414
C: 2.481 0.431 0.182
O: 2.613 -0.793 -0.520
C: 1.755 -1.802 -0.036
C: 0.286 -1.530 -0.320
C: -0.131 -1.818 -1.760
C: -1.651 -1.862 -1.953
C: -2.321 -0.611 -1.395
N: -3.792 -0.656 -1.488
C: -4.322 -0.461 -2.849
C: -4.744 0.995 -3.097
C: -3.606 1.857 -3.656
O: -2.875 1.141 -4.624
C: -1.482 1.388 -4.644
C: -4.547 -0.837 -0.438
N: -5.895 -1.082 -0.543
C: -6.900 -0.045 -0.152
C: -7.810 0.274 -1.356
C: -7.741 -0.534 1.031
C: -8.443 -1.879 0.764
N: -3.929 -0.816 0.825
C: -4.221 0.449 1.566
C: -4.024 1.775 0.803
C: -2.913 2.684 1.365
C: -2.898 3.980 0.529
C: -1.546 2.007 1.260
C: -4.236 -2.037 1.616
C: -3.518 -1.972 2.969
C: -3.778 -3.305 0.857
C: -4.852 -4.087 0.090
H: 4.499 0.409 0.935
H: 3.697 1.994 1.008
H: 4.274 1.364 -0.542
H: 1.845 1.114 -0.401
H: 1.966 0.283 1.140
H: 1.895 -1.892 1.051
H: 2.058 -2.760 -0.466
H: 0.075 -0.489 -0.074
H: -0.334 -2.126 0.361
H: 0.312 -1.116 -2.472
H: 0.261 -2.800 -2.031
H: -2.044 -2.775 -1.500
H: -1.859 -1.921 -3.025
H: -2.010 0.233 -2.019
H: -2.030 -0.383 -0.381
H: -3.515 -0.718 -3.531
H: -5.122 -1.168 -3.059
H: -5.038 1.442 -2.145
H: -5.595 0.999 -3.776
H: -4.049 2.751 -4.109
H: -2.959 2.208 -2.841
H: -0.997 0.520 -5.089
H: -1.237 2.272 -5.240
H: -1.080 1.532 -3.634
H: -6.135 -1.532 -1.413
H: -6.386 0.876 0.124
H: -7.872 -0.563 -2.054
H: -7.498 1.173 -1.882
H: -8.825 0.444 -0.998
H: -7.107 -0.655 1.911
H: -8.473 0.235 1.283
H: -9.444 -1.894 1.190
H: -8.489 -2.131 -0.296
H: -7.891 -2.685 1.248
H: -5.255 0.411 1.931
H: -3.595 0.471 2.453
H: -4.958 2.342 0.854
H: -3.807 1.629 -0.256
H: -3.114 2.921 2.405
H: -2.116 3.926 -0.237
H: -2.655 4.853 1.136
H: -3.843 4.141 0.007
H: -1.218 1.981 0.220
H: -0.807 2.605 1.799
H: -1.527 1.002 1.690
H: -5.310 -2.111 1.832
H: -2.444 -1.836 2.828
H: -3.715 -2.903 3.496
H: -3.907 -1.167 3.591
H: -2.957 -3.025 0.194
H: -3.343 -3.975 1.599
H: -4.587 -5.140 0.016
H: -4.942 -3.729 -0.940
H: -5.835 -3.974 0.541
C: 9.019 1.756 4.776
C: 7.933 0.708 4.699
O: 6.669 1.232 5.177
C: 5.963 1.919 4.297
O: 6.224 2.127 3.149
C: 4.653 2.410 4.951
F: 4.860 2.917 6.170
F: 3.791 1.383 5.070
F: 4.074 3.346 4.200
H: 9.112 2.137 5.793
H: 9.971 1.319 4.477
H: 8.802 2.595 4.116
H: 8.151 -0.137 5.347
H: 7.802 0.337 3.684
C: -3.909 5.989 -4.311
C: -3.138 6.027 -3.010
O: -3.540 7.142 -2.190
C: -4.630 6.955 -1.461
O: -5.301 5.965 -1.415
C: -4.909 8.209 -0.604
F: -4.767 9.327 -1.319
F: -4.043 8.246 0.419
F: -6.143 8.167 -0.114
H: -3.794 6.928 -4.852
H: -3.536 5.180 -4.939
H: -4.972 5.828 -4.134
H: -2.076 6.173 -3.194
H: -3.260 5.105 -2.441
C: 0.301 5.002 6.853
C: 0.669 3.615 6.382
O: -0.494 2.744 6.361
C: -1.270 2.832 5.303
O: -1.139 3.542 4.346
C: -2.419 1.804 5.403
F: -2.985 1.777 6.606
F: -1.955 0.574 5.124
F: -3.357 2.097 4.493
H: -0.181 4.959 7.830
H: 1.200 5.611 6.934
H: -0.382 5.487 6.156
H: 1.359 3.132 7.068
H: 1.120 3.628 5.390
C: 5.349 -3.370 -0.632
C: 4.663 -4.278 0.361
O: 5.618 -4.817 1.301
C: 5.933 -4.019 2.310
O: 5.497 -2.929 2.536
C: 6.958 -4.718 3.231
F: 7.924 -5.313 2.524
F: 6.338 -5.652 3.967
F: 7.518 -3.836 4.053
H: 6.158 -3.902 -1.135
H: 4.641 -3.016 -1.381
H: 5.769 -2.507 -0.128
H: 4.223 -5.143 -0.133
H: 3.876 -3.759 0.908
C: -0.140 -3.836 -8.258
C: -0.860 -4.671 -7.224
O: 0.057 -5.144 -6.208
C: 0.344 -4.304 -5.235
O: -0.075 -3.192 -5.081
C: 1.309 -4.979 -4.233
F: 2.284 -5.639 -4.856
F: 0.625 -5.847 -3.471
F: 1.860 -4.066 -3.431
H: 0.685 -4.399 -8.695
H: -0.831 -3.558 -9.053
H: 0.263 -2.925 -7.816
H: -1.272 -5.575 -7.663
H: -1.667 -4.118 -6.746
C: 11.282 -3.659 -1.947
C: 10.863 -2.250 -2.300
O: 9.769 -1.807 -1.462
C: 10.105 -1.347 -0.268
O: 11.201 -1.252 0.196
C: 8.840 -0.883 0.483
F: 7.837 -1.767 0.369
F: 8.417 0.287 -0.013
F: 9.090 -0.727 1.781
H: 10.431 -4.338 -2.010
H: 12.051 -3.999 -2.639
H: 11.683 -3.707 -0.935
H: 10.473 -2.195 -3.313
H: 11.690 -1.548 -2.209

Atomic forces in eV per Å
-0.05 -0.26 -0.22
-0.19 0.55 0.02
0.13 -0.24 -0.09
-0.10 0.05 0.53
-0.18 0.04 -0.22
-0.07 -0.24 0.02
0.13 0.07 -0.18
0.28 0.20 -0.43
0.11 -0.36 -0.03
-0.01 -0.06 -0.02
0.31 -0.21 0.07
-0.20 0.25 -0.11
0.03 -0.23 0.27
0.12 0.12 -0.13
-0.18 0.01 0.47
0.68 0.31 -0.51
-0.73 -0.22 0.24
-0.03 -0.10 0.27
0.07 -0.30 0.04
0.31 0.03 0.25
-0.40 0.52 0.01
-0.19 0.28 0.02
0.15 0.00 0.39
0.08 -0.16 -0.88
0.26 -0.01 0.08
0.09 0.32 0.46
0.25 -0.34 0.30
-0.30 0.18 -0.26
-0.10 0.00 0.22
0.18 0.42 -0.44
0.02 0.06 0.04
0.04 0.01 0.02
0.08 -0.01 0.05
-0.02 -0.05 0.02
0.10 -0.17 0.01
0.00 -0.01 -0.01
0.08 0.12 -0.21
0.02 0.09 0.13
0.08 -0.10 -0.02
0.08 0.09 0.15
-0.02 0.05 -0.12
-0.08 0.14 0.07
0.00 -0.16 0.02
-0.05 0.03 0.10
-0.12 -0.16 0.14
-0.05 0.01 -0.04
-0.09 0.08 0.10
-0.32 0.05 -0.11
0.00 0.05 -0.02
0.04 0.05 0.05
0.11 -0.15 -0.02
-0.04 0.01 -0.03
-0.03 0.02 0.03
-0.05 -0.01 0.00
-0.09 0.15 -0.10
0.13 -0.15 0.03
0.04 0.06 -0.07
0.12 -0.08 -0.14
0.02 0.07 -0.03
0.00 0.14 0.00
0.05 0.08 -0.08
-0.06 0.00 -0.14
-0.20 0.09 -0.02
0.01 -0.06 -0.06
0.09 -0.06 0.09
0.13 -0.11 -0.12
0.00 -0.04 -0.10
0.00 -0.14 -0.13
-0.11 -0.02 0.03
-0.07 -0.05 -0.04
-0.14 0.02 0.00
-0.06 0.17 0.18
-0.04 -0.24 -0.14
0.00 -0.08 0.00
-0.01 -0.04 -0.05
-0.07 0.09 -0.18
0.03 -0.05 0.08
0.14 -0.03 0.02
0.11 -0.03 0.06
-0.02 -0.07 0.12
0.01 0.01 0.00
-0.08 -0.03 0.11
-0.04 0.01 -0.01
-0.03 -0.17 0.15
-0.13 0.15 0.05
0.31 -0.23 -0.11
-0.10 0.11 -0.02
0.08 -0.14 0.04
-0.06 0.08 0.00
-0.06 -0.06 0.02
-0.04 -0.01 -0.07
0.05 0.10 0.00
0.00 -0.03 0.03
0.04 -0.05 0.01
0.00 -0.02 -0.01
0.01 -0.04 -0.05
-0.11 0.04 0.08
-0.08 0.06 0.00
-0.17 0.12 0.06
0.21 -0.28 -0.23
-0.07 0.03 0.10
0.13 -0.09 -0.11
-0.04 0.04 0.06
-0.07 0.03 0.01
-0.02 -0.06 0.07
-0.04 0.01 -0.05
0.09 0.01 -0.01
0.06 -0.02 -0.02
0.03 0.01 -0.01
0.02 -0.05 0.02
-0.02 0.15 0.08
-0.08 0.04 0.04
-0.18 -0.02 -0.01
0.29 0.16 0.05
-0.08 -0.04 -0.07
0.16 -0.01 0.07
-0.04 -0.02 -0.01
-0.04 0.02 -0.07
0.03 0.01 -0.10
-0.02 0.04 0.02
-0.06 -0.12 0.21
0.06 0.00 0.02
0.02 -0.01 0.00
0.04 0.00 -0.03
-0.08 -0.07 0.02
-0.09 -0.02 -0.04
0.06 0.00 0.04
-0.25 0.05 -0.34
0.00 0.02 0.16
-0.05 -0.02 -0.11
0.03 0.00 0.04
0.06 0.01 0.03
-0.05 0.04 0.06
0.05 0.04 -0.04
-0.04 -0.07 -0.04
-0.03 -0.01 -0.03
-0.04 -0.03 0.03
-0.07 0.08 -0.02
0.11 -0.10 0.10
0.08 0.04 0.08
0.15 0.02 0.09
-0.20 0.05 -0.24
0.04 -0.01 0.11
-0.03 -0.01 -0.10
-0.02 0.00 0.08
0.07 0.00 0.02
-0.06 0.03 0.06
0.04 0.05 -0.03
-0.02 -0.07 -0.05
-0.04 -0.02 -0.04
-0.01 -0.01 0.00
-0.05 0.01 0.00
0.07 -0.05 0.05
0.07 0.03 0.07
-0.09 -0.01 0.14
0.19 -0.09 -0.22
-0.04 0.07 0.07
0.04 -0.07 -0.10
-0.02 0.01 0.04
-0.24 0.06 0.19
0.19 0.04 -0.04
0.05 -0.08 0.03
0.09 0.04 -0.09
0.01 0.00 -0.06
0.00 0.01 -0.01
0.04 0.03 -0.02
-0.09 0.02 0.04
-0.03 0.02 0.10

Kohn-Sham gap, eV: 9.2
Total charge: +1
ΔE to the lowest compared entry with this formula, charge and spin, eV: 0.0000
E_LUMO, eV: -2.30

These are the Löwdin partial charges, in e, on atoms 1 to 5:
1. C -0.0573
2. C -0.2897
3. O -0.1395
4. C -0.2286
5. C -0.1712

no.,E_tot (a.u.)
1,-18103.103700
2,-949.295460
3,-4932.578395